Entry 1:
C18H24N2O3 | ωB97M-V/def2-TZVPD

Each line ends with the natural charge from an NBO analysis.
CARTESIAN COORDINATES (ANGSTROEM)
C -5.854 -2.833 0.489  -0.713
C -5.671 -1.391 0.061  0.685
O -6.533 -0.748 -0.490  -0.596
N -4.427 -0.918 0.374  -0.627
C -3.882 0.348 0.150  0.265
C -4.580 1.376 -0.472  -0.305
C -3.959 2.599 -0.657  -0.165
C -2.663 2.815 -0.235  -0.313
C -1.962 1.785 0.392  0.392
O -0.678 2.078 0.772  -0.515
C 0.034 1.104 1.498  -0.167
C 0.404 -0.138 0.675  0.650
O 0.558 -1.226 1.190  -0.631
N 0.525 0.114 -0.638  -0.618
C 0.990 -0.861 -1.592  -0.214
C 2.371 -0.488 -2.150  -0.435
C 3.380 -0.358 -1.036  0.013
C 3.900 -1.430 -0.453  -0.182
C 4.828 -1.386 0.719  -0.433
C 4.794 -0.020 1.396  -0.391
C 4.920 1.071 0.339  -0.392
C 3.705 1.039 -0.584  -0.436
C -2.571 0.555 0.582  -0.396
H -5.747 -2.920 1.569  0.228
H -5.111 -3.467 0.011  0.227
H -6.847 -3.166 0.202  0.243
H -3.800 -1.566 0.832  0.397
H -5.590 1.214 -0.803  0.258
H -4.500 3.398 -1.140  0.217
H -2.174 3.765 -0.373  0.222
H 0.962 1.595 1.811  0.218
H -0.506 0.790 2.399  0.204
H 0.400 1.064 -0.956  0.405
H 0.264 -0.946 -2.408  0.195
H 1.049 -1.812 -1.058  0.232
H 2.294 0.452 -2.702  0.199
H 2.675 -1.270 -2.848  0.222
H 3.651 -2.416 -0.821  0.197
H 4.544 -2.166 1.429  0.217
H 5.846 -1.611 0.381  0.205
H 5.601 0.060 2.126  0.207
H 3.845 0.095 1.924  0.197
H 5.005 2.054 0.808  0.206
H 5.826 0.898 -0.246  0.197
H 3.887 1.671 -1.459  0.210
H 2.838 1.457 -0.061  0.199
H -2.044 -0.261 1.053  0.220

- Net charge: 0
- Structure (SMILES): CC(=O)Nc1cccc(OCC(=O)NCCC2=CCCCC2)c1
- Kohn-Sham gap: 9.1 eV



Entry 2:
C6H11NO4S2 | ωB97M-V/def2-TZVPD

Each line ends with the Löwdin spin population.
CARTESIAN COORDINATES (ANGSTROEM)
C -3.722 -2.203 0.241  0.018
C -2.529 1.042 0.383  0.306
C 2.669 0.663 1.249  0.000
C -0.246 -0.086 0.124  0.020
C 0.891 -0.179 -0.890  0.004
C -1.427 0.747 -0.515  0.084
N -1.943 0.051 -1.701  0.023
O -3.006 -2.477 -0.691  0.006
O -2.514 1.365 1.533  0.377
O -4.356 -1.064 0.491  0.221
O -5.076 1.393 0.692  0.395
S 2.472 -0.706 -0.088  0.005
S -4.308 0.679 -0.291  0.515
H -4.082 -2.835 1.081  0.010
H 2.506 1.599 0.803  0.000
H 3.785 0.481 1.376  0.000
H 2.166 0.514 2.266  0.000
H -0.563 -1.116 0.265  0.000
H 0.013 0.367 1.028  0.001
H 0.687 -1.042 -1.713  0.000
H 0.989 0.739 -1.557  0.000
H -0.962 1.652 -0.807  0.012
H -1.650 0.417 -2.502  0.001
H -1.769 -0.951 -1.615  0.000

- Spin multiplicity: 3
- Net charge: 0
- Kohn-Sham gap (alpha / beta): 7.1 / 5.7 eV



Entry 3:
C5H8O2 | ωB97M-V/def2-TZVPD

Each line ends with the natural charge from an NBO analysis.
CARTESIAN COORDINATES (ANGSTROEM)
O -1.104 1.882 1.689  -0.711
C -0.800 1.346 0.418  -0.087
C 0.381 0.401 0.473  0.076
O 0.039 -0.904 1.016  -0.527
C 0.662 -1.531 -0.102  0.095
C -0.050 -1.213 -1.372  -0.446
C 0.938 -0.227 -0.795  -0.287
H -1.321 1.141 2.270  0.470
H -1.666 0.827 -0.019  0.167
H -0.552 2.196 -0.226  0.185
H 1.171 0.850 1.089  0.191
H 1.282 -2.403 0.078  0.202
H -1.120 -1.022 -1.366  0.218
H 0.318 -1.735 -2.252  0.225
H 1.821 0.111 -1.326  0.227

- Net charge: 0
- Kohn-Sham gap: 10.6 eV



Which ΔE to the lowest compared entry with this formula, charge and spin belongs to each record? In order, 25.1 0.0 59.8 kcal per mole.